Molecular formula: C2H8N3
Method: DFT, ωB97M-V/def2-TZVPD

Summary:
orbital gap (alpha / beta)	8.5 / 8.5	eV
multiplicity	1
ΔE to the lowest compared entry with this formula, charge and spin	150.87	kcal/mol
F_max	4.56	eV/A
net charge	+1
E_LUMO (alpha / beta)	-3.8096 / -3.8113	eV

Cartesian coordinates (Å):
C  -1.68726  0.10573  0.36054
C  -0.38740  0.49330  -0.11347
N  1.94857  -0.38738  -1.45207
N  1.45869  -0.48738  -0.27589
N  -0.61440  0.38546  1.34801
H  -2.49413  0.97378  0.30600
H  -2.12902  -0.92402  0.42414
H  -0.18480  1.37449  -0.61044
H  1.97572  0.59606  -1.85961
H  1.85857  -1.29304  -2.01006
H  1.21686  -1.40897  0.09717
H  -0.70778  1.09410  2.08314
H  -0.25362  -0.52214  1.70255


Molecular formula: C39H33F6N3O6S4Sb2Sn
Method: DFT, ωB97M-V/def2-TZVPD

Summary:
orbital gap	6.5	eV
multiplicity	1
ΔE to the lowest compared entry with this formula, charge and spin	87.24	kcal/mol
F_max	1.85	eV/A
net charge	-2
E_LUMO	3.8165	eV

Cartesian coordinates (Å):
Sn  0.68882  -1.65324  2.70595
C  -0.14841  2.19076  -0.37472
C  0.85363  1.43286  -1.25186
C  2.24546  1.38844  -0.63460
Sb  3.73759  0.43031  -1.90838
C  3.26525  1.96144  -3.46481
C  2.25486  1.90317  -4.42238
C  1.97665  2.98620  -5.24681
C  2.71330  4.15664  -5.13669
C  3.73605  4.22807  -4.20248
C  4.00426  3.14053  -3.38306
C  2.44086  -1.08560  -2.72365
C  1.51877  -1.72575  -1.90488
C  0.63857  -2.66229  -2.42584
C  0.69730  -2.99235  -3.77071
C  1.65748  -2.40734  -4.58328
C  2.52310  -1.45567  -4.06211
Sb  -2.19026  1.47473  -0.61101
C  -3.08492  3.10626  -1.91340
C  -2.44746  4.11032  -2.63286
C  -3.16556  4.96056  -3.46515
C  -4.53955  4.82049  -3.59249
C  -5.19608  3.83483  -2.86742
C  -4.46895  2.99360  -2.03879
C  -2.22319  0.18766  -2.34815
C  -1.49915  0.45866  -3.50327
C  -1.54753  -0.40954  -4.58405
C  -2.34511  -1.54238  -4.53220
C  -3.07214  -1.81901  -3.38405
C  -3.00105  -0.96260  -2.29539
H  -0.11133  3.27001  -0.53383
H  0.04978  1.97439  0.67356
H  0.91126  1.90722  -2.23349
H  0.49531  0.41274  -1.37525
H  2.23769  0.84088  0.30914
H  2.61848  2.39848  -0.45077
H  1.65326  1.00531  -4.51363
H  1.17477  2.92402  -5.97442
H  2.47657  5.01370  -5.75533
H  4.31817  5.13743  -4.10682
H  4.79191  3.21338  -2.63726
H  1.49319  -1.51615  -0.84418
H  -0.09527  -3.11198  -1.76863
H  0.00103  -3.70920  -4.18720
H  1.72514  -2.68913  -5.62856
H  3.26865  -0.99990  -4.70619
H  -1.37176  4.22801  -2.55623
H  -2.65532  5.73738  -4.02404
H  -5.09485  5.47502  -4.25432
H  -6.27133  3.72604  -2.95446
H  -4.97975  2.21863  -1.47267
H  -0.89393  1.35572  -3.55580
H  -0.96597  -0.20150  -5.47470
H  -2.39746  -2.21204  -5.38222
H  -3.69751  -2.70217  -3.33720
H  -3.54730  -1.20180  -1.39048
O  4.52128  -1.49694  1.31193
C  3.79744  -2.10472  2.11296
O  2.61724  -2.49707  1.83532
C  4.36565  -2.46828  3.45291
C  5.71141  -2.83232  3.45681
C  6.34738  -3.24981  4.61004
C  5.61719  -3.32543  5.78968
C  4.28576  -2.96059  5.80113
C  3.63462  -2.50310  4.64766
S  1.97110  -1.94155  4.87656
H  6.23717  -2.76747  2.51419
H  7.39820  -3.50913  4.59358
H  6.09618  -3.67045  6.69905
H  3.70537  -3.01039  6.71257
C  -0.52011  1.42887  5.67665
C  0.26406  1.25213  4.48203
N  0.90739  1.12606  3.53853
H  0.13905  1.47338  6.54231
H  -1.17952  0.56208  5.76190
H  -1.11535  2.33727  5.60156
S  -3.66335  0.60343  1.39657
C  -2.47067  -0.71884  1.07295
N  -1.43660  -0.52558  0.40627
F  -2.05101  -3.02337  1.17891
C  -2.78786  -2.04057  1.75969
F  -4.30083  -0.29590  2.84750
F  -4.05663  -2.47711  1.67747
S  -2.19999  -1.98502  3.54910
O  -1.58024  -0.69092  3.73811
O  -1.18372  -3.03581  3.61472
N  -3.38491  -2.32831  4.51491
S  -2.85927  -2.48170  5.99478
O  -2.11355  -1.36282  6.49933
O  -2.42456  -3.79172  6.37296
C  -4.53038  -2.33148  6.83890
F  -5.41855  -3.19295  6.32601
F  -4.44959  -2.60506  8.15548
F  -5.04582  -1.10304  6.73247


Molecular formula: C2H8S4
Method: DFT, ωB97M-V/def2-TZVPD

Summary:
orbital gap	8.6	eV
multiplicity	1
ΔE to the lowest compared entry with this formula, charge and spin	4.90	kcal/mol
F_max	1.24	eV/A
net charge	0
E_LUMO	0.3362	eV

Cartesian coordinates (Å):
C  -1.44846  0.94648  -1.94892
S  0.17998  1.73660  -1.79251
S  1.34962  0.11296  -1.21369
C  2.44597  0.93501  -0.00976
H  -1.41718  0.11430  -2.64307
H  -1.77871  0.61050  -0.98277
H  -2.14398  1.72454  -2.34785
H  1.84528  1.38842  0.79223
H  3.10862  0.14723  0.40513
H  3.08600  1.64500  -0.48371
S  -0.94417  -2.40050  2.02667
S  -0.97485  -0.31834  1.89613
H  -2.18972  -2.65545  1.59529
H  -0.26457  -0.35506  0.75116


Molecular formula: C3H2IrO3
Method: DFT, ωB97M-V/def2-TZVPD

Summary:
orbital gap (alpha / beta)	9.5 / 5.0	eV
multiplicity	6
ΔE to the lowest compared entry with this formula, charge and spin	126.22	kcal/mol
F_max	5.50	eV/A
⟨S²⟩	8.763
net charge	+2
E_LUMO (alpha / beta)	-10.2108 / -14.7467	eV

Cartesian coordinates (Å):
C  -0.26889  -1.86088  0.83335
C  0.45649  -0.83007  1.20605
O  0.79590  0.30264  0.72861
H  1.14878  -2.01702  0.97257
H  -1.17806  -2.21859  1.31214
C  0.37340  1.09403  -0.81407
O  -0.54367  0.50773  -1.35503
O  0.77852  2.23104  -0.96001
Ir  -1.56247  2.79111  -1.92360


Molecular formula: CBr2F2O4S2
Method: DFT, ωB97M-V/def2-TZVPD

Summary:
orbital gap	8.5	eV
multiplicity	1
ΔE to the lowest compared entry with this formula, charge and spin	68.36	kcal/mol
F_max	3.70	eV/A
net charge	0
E_LUMO	-1.1780	eV

Cartesian coordinates (Å):
C  -1.69624  0.05896  0.70257
O  2.46355  1.77293  -0.00564
O  1.15728  0.40814  1.54828
O  -0.96090  -1.19010  -1.79504
O  0.45234  0.41759  -0.76626
F  2.52072  -0.69430  -0.14388
F  0.18800  -1.78138  0.36951
S  1.69230  0.64508  0.30489
S  -0.72462  -0.60902  -0.52542
Br  -3.29806  -0.98398  0.20980
Br  -1.79436  1.95608  0.10118


Molecular formula: C3H5ClO
Method: DFT, ωB97M-V/def2-TZVPD

Summary:
orbital gap	10.9	eV
multiplicity	1
ΔE to the lowest compared entry with this formula, charge and spin	59.09	kcal/mol
F_max	7.19	eV/A
net charge	0
E_LUMO	0.7372	eV

Cartesian coordinates (Å):
C  -0.66517  0.13351  -1.69508
C  0.59972  0.52449  -0.86007
C  0.64881  -0.01360  0.58723
H  -0.31879  0.02944  -2.99764
H  -1.46479  0.98374  -1.57188
H  -1.39128  -1.01241  -1.50956
H  0.87038  0.72443  1.33691
H  1.36146  -0.68593  0.45900
O  1.31701  1.34885  -1.22081
Cl  -0.77018  -0.86450  1.52101


> Which of these has the highest multiplicity?

C3H2IrO3


> The highest ΔE to the lowest compared entry with this formula, charge and spin belongs to which entry?

C2H8N3


> Among the records above, which one has the highest ΔE to the lowest compared entry with this formula, charge and spin?

C2H8N3